Entry 1:
The following is a quantum chemistry calculation of an isolated molecule of C4H6S4 in a non-equilibrium geometry, from the OMol25 dataset.

DFT total energy in eV: -47584.4239
Highest occupied orbital energy in eV: -8.99
Energy relative to the best compared isomer or geometry (same formula, charge and spin) in kJ/mol: 137.5
Charge: 0
Gap between HOMO and LUMO in hartree: 0.299
2S+1: 1
Maximum force in eV Å⁻¹: 1.41

Last columns: bonded neighbours and bond lengths (Å).
Geometry (Å):
1 S 0.7542 2.6862 0.0113  C2 1.616
2 C -0.0538 1.3551 -0.4217  S1 1.616, C3 1.520, H9 1.109
3 C -0.3173 0.0566 0.3238  C2 1.520, S4 1.784, C5 1.504, C7 1.526
4 S 0.0253 0.0705 2.0742  C3 1.784, H10 1.330
5 C -1.7699 -0.3323 0.3378  C3 1.504, S6 1.599, H11 1.083
6 S -3.0507 0.1891 -0.4650  C5 1.599
7 C 0.4681 -0.9965 -0.4533  C3 1.526, S8 1.829, H12 1.093, H13 1.098
8 S 2.2840 -0.7831 -0.5149  C7 1.829, H14 1.330
9 H -0.4954 1.3046 -1.4378  C2 1.109
10 H 1.3292 0.3254 2.0101  S4 1.330
11 H -1.8929 -1.1954 0.9807  C5 1.083
12 H 0.3352 -1.9772 0.0098  C7 1.093
13 H 0.0719 -1.1611 -1.4636  C7 1.098
14 H 2.3120 0.4582 -0.9912  S8 1.330

---

Entry 2:
The following is a quantum chemistry calculation of a cluster of 37 separate species, H72NO39 in total in a non-equilibrium geometry, from the OMol25 dataset.

DFT total energy in eV: -82518.0049
Highest occupied orbital energy in eV: -8.41
Energy relative to the best compared isomer or geometry (same formula, charge and spin) in kJ/mol: 62.6
Charge: -1
Gap between HOMO and LUMO in hartree: 0.375
2S+1: 1
Maximum force in eV Å⁻¹: 2.64

Last columns: bonded neighbours and bond lengths (Å).
Geometry (Å):
1 N 0.8305 0.3299 -0.5867  O2 1.258, O3 1.245, O4 1.237
2 O 1.8188 -0.3094 -0.1423  N1 1.258
3 O -0.2548 -0.2659 -0.7149  N1 1.245
4 O 0.8953 1.5294 -0.8829  N1 1.237
5 O -2.5032 5.0789 0.4471  H6 0.961, H7 0.944
6 H -2.8101 4.8056 -0.4211  O5 0.961
7 H -1.6306 4.7378 0.5634  O5 0.944
8 O -1.3462 -0.8811 4.9722  H9 0.954, H10 0.972
9 H -2.0925 -1.4292 4.7430  O8 0.954
10 H -1.4821 -0.1772 4.3157  O8 0.972
11 O -0.0133 4.5398 2.3096  H12 0.951, H13 0.985
12 H -0.5626 4.1168 2.9607  O11 0.951
13 H 0.8664 4.2428 2.6398  O11 0.985
14 O 3.9694 0.2304 3.3700  H15 0.986, H16 0.964
15 H 4.6784 0.8549 3.0897  O14 0.986
16 H 4.0729 0.0350 4.3084  O14 0.964
17 O -3.1858 -2.4928 3.2265  H18 0.977, H19 0.980
18 H -2.7015 -2.5659 2.3806  O17 0.977
19 H -4.1346 -2.5438 2.9850  O17 0.980
20 O 2.4246 -3.9023 2.0404  H21 0.963, H22 1.009
21 H 3.2661 -3.4523 2.1671  O20 0.963
22 H 2.2236 -4.0025 1.0565  O20 1.009
23 O 3.2340 3.2992 -2.1975  H24 0.941, H25 0.973
24 H 2.6015 3.8141 -1.7287  O23 0.941
25 H 3.8052 2.9153 -1.5105  O23 0.973
26 O 0.0883 -0.5794 -5.3855  H27 0.954, H28 0.982
27 H -0.1461 -0.7126 -6.3003  O26 0.954
28 H 0.3076 0.3225 -5.0639  O26 0.982
29 O 1.4951 -3.1341 -0.5693  H30 0.986, H31 0.956
30 H 1.5896 -2.1532 -0.5848  O29 0.986
31 H 1.3887 -3.4237 -1.4738  O29 0.956
32 O 4.6296 1.7717 -0.2538  H33 0.959, H34 0.982
33 H 5.0837 2.0891 0.5284  O32 0.959
34 H 3.9967 1.1103 0.1003  O32 0.982
35 O 0.0391 -3.0432 3.0641  H36 0.991, H37 0.945
36 H -0.3795 -3.4321 3.8740  O35 0.991
37 H 0.8567 -3.4731 2.8667  O35 0.945
38 O -3.0257 2.2708 0.7570  H39 0.982, H40 0.952
39 H -3.0333 3.2525 0.7198  O38 0.982
40 H -3.8928 1.8816 0.8127  O38 0.952
41 O 4.1923 -1.1114 6.0856  H42 0.963, H43 0.967
42 H 3.5592 -0.6284 6.6275  O41 0.963
43 H 3.6020 -1.6213 5.5138  O41 0.967
44 O 4.5751 -5.7073 3.2896  H45 0.993, H46 0.970
45 H 3.7319 -6.0014 3.7237  O44 0.993
46 H 5.0377 -5.1911 3.9689  O44 0.970
47 O -2.4836 1.8770 -5.5834  H48 0.967, H49 0.971
48 H -2.9251 1.0256 -5.4602  O47 0.967
49 H -1.9960 1.9846 -4.7509  O47 0.971
50 O -2.5163 1.5001 -1.8716  H51 0.946, H52 0.998
51 H -1.8881 0.8342 -2.1097  O50 0.946
52 H -2.3914 1.7224 -0.9062  O50 0.998
53 O 5.6681 2.6809 2.3186  H54 0.977, H55 0.997
54 H 4.7871 3.0624 2.5021  O53 0.977
55 H 6.3172 2.7850 3.0676  O53 0.997
56 O -4.1264 -2.5353 -3.3439  H57 0.973, H58 0.973
57 H -3.2193 -2.3291 -3.0581  O56 0.973
58 H -4.4778 -2.1426 -2.5257  O56 0.973
59 O 2.8373 0.1738 -4.8000  H60 0.989, H61 0.975
60 H 2.5062 -0.4381 -5.5022  O59 0.989
61 H 3.6050 0.6371 -5.1827  O59 0.975
62 O -5.4940 1.9643 -0.7103  H63 0.973, H64 0.962
63 H -6.4204 1.8874 -0.4216  O62 0.973
64 H -5.4623 2.7180 -1.3071  O62 0.962
65 O -4.2673 -0.2389 -5.1639  H66 0.966, H67 0.973
66 H -4.3409 0.2428 -4.3300  O65 0.966
67 H -4.0119 -1.1119 -4.8172  O65 0.973
68 O -4.9356 -0.0114 1.8510  H69 0.963, H70 0.966
69 H -4.2172 -0.2362 2.4510  O68 0.963
70 H -4.8581 -0.5992 1.0880  O68 0.966
71 O -0.5816 -4.5549 0.8441  H72 0.969, H73 0.963
72 H -0.0851 -4.0973 0.1489  O71 0.969
73 H -0.6937 -3.9476 1.5830  O71 0.963
74 O -3.8571 4.0513 -1.8509  H75 0.979, H76 0.936
75 H -3.6127 3.1080 -1.9432  O74 0.979
76 H -3.5180 4.5042 -2.5964  O74 0.936
77 O -2.0350 -2.0877 0.5926  H78 0.957, H79 0.960
78 H -1.7608 -2.9790 0.3774  O77 0.957
79 H -1.2606 -1.5308 0.4863  O77 0.960
80 O 0.7365 1.4653 -3.6917  H81 0.978, H82 0.991
81 H 1.4991 1.2352 -4.2589  O80 0.978
82 H 1.1201 1.8282 -2.8535  O80 0.991
83 O -1.0634 -7.2987 0.8831  H84 0.985, H85 0.977
84 H -0.6943 -6.3876 0.9492  O83 0.985
85 H -1.9395 -7.0882 0.5047  O83 0.977
86 O 1.5311 -1.2917 4.6557  H87 0.977, H88 0.971
87 H 0.5699 -1.2465 4.8262  O86 0.977
88 H 1.4825 -1.7907 3.8238  O86 0.971
89 O -1.6160 -1.0499 -2.9667  H90 0.983, H91 0.961
90 H -1.1310 -1.1555 -3.8158  O89 0.983
91 H -0.9521 -1.0368 -2.2725  O89 0.961
92 O -4.2282 -1.1211 -0.8286  H93 0.999, H94 0.953
93 H -3.3990 -1.2349 -0.2826  O92 0.999
94 H -4.2101 -0.2354 -1.1806  O92 0.953
95 O 1.0504 0.8725 2.4995  H96 0.978, H97 0.978
96 H 1.6306 0.4099 1.8627  O95 0.978
97 H 1.2664 0.3552 3.3003  O95 0.978
98 O 4.4449 2.6026 -4.7957  H99 0.959, H100 0.938
99 H 3.8963 2.9216 -4.0762  O98 0.959
100 H 5.3148 2.8800 -4.5798  O98 0.938
101 O 1.0593 3.9711 -0.2160  H102 0.939, H103 0.971
102 H 0.2417 4.3081 0.1008  O101 0.939
103 H 1.0394 3.0370 -0.4802  O101 0.971
104 O -1.5248 1.1661 3.0290  H105 0.969, H106 0.951
105 H -2.1005 1.4054 2.2871  O104 0.969
106 H -0.6230 1.1048 2.7329  O104 0.951
107 O 2.7548 3.1658 2.1085  H108 0.972, H109 0.957
108 H 2.2292 2.3505 2.1772  O107 0.972
109 H 2.6265 3.4529 1.2049  O107 0.957
110 O 1.7739 -2.5654 -3.7635  H111 0.957, H112 0.964
111 H 2.2625 -1.7917 -3.4847  O110 0.957
112 H 1.0023 -2.1510 -4.1655  O110 0.964

---

Entry 3:
The following is a quantum chemistry calculation of a cluster of 20 separate species, H40O20 in total in a non-equilibrium geometry, from the OMol25 dataset.

DFT total energy in eV: -41599.3830
Highest occupied orbital energy in eV: -10.59
Energy relative to the best compared isomer or geometry (same formula, charge and spin) in kJ/mol: 351.4
Charge: 0
Gap between HOMO and LUMO in hartree: 0.382
2S+1: 1
Maximum force in eV Å⁻¹: 2.77

Last columns: bonded neighbours and bond lengths (Å).
Geometry (Å):
1 O -1.4600 -1.9336 -1.1799  H2 0.960, H3 0.962
2 H -0.6837 -1.8168 -0.6281  O1 0.960
3 H -2.0785 -2.4277 -0.6324  O1 0.962
4 O -1.0755 3.9389 -4.6319  H5 0.952, H6 0.960
5 H -0.3006 3.4105 -4.7953  O4 0.952
6 H -1.2636 3.8569 -3.6942  O4 0.960
7 O 3.1903 -1.9212 -3.3229  H8 0.962, H9 0.959
8 H 2.5739 -2.6597 -3.3309  O7 0.962
9 H 3.9883 -2.3400 -3.6493  O7 0.959
10 O 0.9822 0.7906 -2.4601  H11 0.966, H12 0.967
11 H 1.2262 1.6744 -2.1562  O10 0.966
12 H 1.6728 0.6740 -3.1268  O10 0.967
13 O -2.7795 0.1206 4.8515  H14 0.959, H15 0.963
14 H -2.7723 -0.7422 5.2706  O13 0.959
15 H -3.4326 0.0798 4.1453  O13 0.963
16 O -2.1425 1.9210 2.3407  H17 0.966, H18 0.968
17 H -2.2037 0.9579 2.3888  O16 0.966
18 H -1.9662 1.9794 3.2908  O16 0.968
19 O 0.4536 2.2760 0.7158  H20 0.963, H21 0.968
20 H 0.6221 1.3540 0.9369  O19 0.963
21 H -0.5091 2.3264 0.8014  O19 0.968
22 O -0.7730 -1.9297 -3.8550  H23 0.958, H24 0.976
23 H -0.5399 -1.0223 -4.0549  O22 0.958
24 H -1.3516 -1.8904 -3.0699  O22 0.976
25 O -1.4934 1.5761 -2.5715  H26 0.949, H27 0.953
26 H -0.8998 0.8395 -2.5001  O25 0.949
27 H -2.3900 1.5437 -2.2487  O25 0.953
28 O 0.3692 -1.9055 4.0346  H29 0.964, H30 0.966
29 H 0.3764 -2.8625 4.1511  O28 0.964
30 H 1.3022 -1.7036 3.8861  O28 0.966
31 O 2.9589 -1.8352 2.3471  H32 0.968, H33 0.956
32 H 3.2327 -0.9119 2.4428  O31 0.968
33 H 3.7561 -2.2322 1.9992  O31 0.956
34 O 0.4431 -3.7421 -1.8771  H35 0.956, H36 0.932
35 H 0.7917 -2.9657 -2.3129  O34 0.956
36 H 0.1732 -4.4494 -2.4214  O34 0.932
37 O -1.9751 -4.5055 0.5489  H38 0.958, H39 0.950
38 H -2.8434 -4.4288 0.9471  O37 0.958
39 H -1.3778 -3.8715 0.9291  O37 0.950
40 O -0.1557 -0.5005 1.7928  H41 0.954, H42 0.945
41 H 0.1227 -1.3792 1.5460  O40 0.954
42 H -0.4805 -0.4592 2.6792  O40 0.945
43 O 3.2731 1.0230 -0.5086  H44 0.954, H45 0.938
44 H 3.7599 1.5374 -1.1483  O43 0.954
45 H 2.4158 1.4012 -0.5604  O43 0.938
46 O -1.8237 4.6977 -1.3153  H47 0.964, H48 0.965
47 H -0.9562 4.9730 -0.9983  O46 0.964
48 H -1.7190 3.7404 -1.2610  O46 0.965
49 O -4.6430 -0.0340 1.7263  H50 0.965, H51 0.966
50 H -4.0313 0.5837 1.3066  O49 0.965
51 H -4.8009 -0.6265 0.9801  O49 0.966
52 O 4.2831 0.8612 1.8949  H53 0.952, H54 0.963
53 H 3.6140 1.0823 2.5349  O52 0.952
54 H 4.4083 1.3656 1.0844  O52 0.963
55 O 0.6915 -3.3851 1.1779  H56 0.968, H57 0.971
56 H 1.1796 -3.3324 0.3437  O55 0.968
57 H 1.3307 -2.9885 1.7925  O55 0.971
58 O 1.3561 4.7494 -0.0730  H59 0.961, H60 0.955
59 H 0.6299 4.2767 0.3432  O58 0.961
60 H 1.6572 5.4434 0.5104  O58 0.955

---

Entry 4:
The following is a quantum chemistry calculation of a cluster of 2 separate species, C3H4N2O in total, from the OMol25 dataset.

DFT total energy in eV: -8197.9909
Highest occupied orbital energy in eV: -10.20
Energy relative to the best compared isomer or geometry (same formula, charge and spin) in kJ/mol: 568.7
Charge: 0
Gap between HOMO and LUMO in hartree: 0.401
2S+1: 1
Maximum force in eV Å⁻¹: 0.92

Last columns: bonded neighbours and bond lengths (Å).
Geometry (Å):
1 H -1.7718 -1.8421 -0.4674  N2 1.015
2 N -1.2448 -0.9822 -0.3577  H1 1.015, C3 1.247
3 C -0.1359 -1.1909 0.1739  N2 1.247, N4 1.379, O5 1.322
4 N 0.9835 -0.5523 0.6639  C3 1.379, O5 1.580, H6 1.025
5 O 0.6921 -2.1047 0.6516  C3 1.322, N4 1.580
6 H 1.6676 -0.4309 -0.0899  N4 1.025
7 C -0.6168 1.7069 -0.3230  C8 1.203, H9 1.067
8 C 0.5284 1.8327 0.0223  C7 1.203, H10 1.066
9 H -1.6297 1.5208 -0.6024  C7 1.067
10 H 1.5274 2.0428 0.3286  C8 1.066

---

Entry 5:
The following is a quantum chemistry calculation of a cluster of 4 separate species, C18H39BF7NO6 in total in a non-equilibrium geometry, from the OMol25 dataset.

DFT total energy in eV: -52763.5190
Highest occupied orbital energy in eV: -9.15
Charge: 0
Gap between HOMO and LUMO in hartree: 0.303
2S+1: 1
Maximum force in eV Å⁻¹: 5.59

Last columns: bonded neighbours and bond lengths (Å).
Geometry (Å):
1 C -1.8849 1.2454 2.0801  C2 1.642, H16 1.191, H17 1.194, H18 1.189
2 C -2.7412 -0.1323 2.3326  C1 1.642, C3 1.670, H19 1.176, H20 1.187
3 C -2.0455 -1.4784 1.6303  C2 1.670, N4 1.511, H21 1.171, H22 1.191
4 N -2.4348 -2.6728 2.4707  C3 1.511, B5 1.516, H23 1.043
5 B -1.2619 -3.5682 2.8169  N4 1.516, C6 1.642, H24 1.198
6 C 0.2012 -3.1056 3.4018  B5 1.642, F7 1.480, F8 1.509, C9 1.669
7 F 0.3334 -1.6645 3.7131  C6 1.480
8 F 1.2067 -3.4073 2.3174  C6 1.509
9 C 0.6765 -4.0325 4.7055  C6 1.669, F10 1.494, F11 1.503, C12 1.641
10 F -0.3299 -5.0777 5.0611  C9 1.494
11 F 1.9446 -4.7764 4.3910  C9 1.503
12 C 0.9644 -3.1535 6.0610  C9 1.641, F13 1.501, F14 1.496, F15 1.511
13 F -0.2736 -2.4487 6.5340  C12 1.501
14 F 2.1446 -2.2402 5.9565  C12 1.496
15 F 1.3111 -4.1204 7.1689  C12 1.511
16 H -2.4161 2.1135 2.6981  C1 1.191
17 H -0.7765 1.1972 2.5200  C1 1.194
18 H -1.8414 1.5834 0.9411  C1 1.189
19 H -2.8426 -0.2611 3.4974  C2 1.176
20 H -3.8174 0.0150 1.8536  C2 1.187
21 H -0.8942 -1.3175 1.4930  C3 1.171
22 H -2.5443 -1.6217 0.5587  C3 1.191
23 H -3.0233 -2.4238 3.2950  N4 1.043
24 H -1.4367 -4.7463 2.6918  B5 1.198
25 C 3.9619 -7.8617 -1.0355  O26 1.424, H31 1.093, H32 1.092, H33 1.094
26 O 4.2389 -6.5032 -0.7096  C25 1.424, C27 1.432
27 C 3.2628 -5.6069 -1.2513  O26 1.432, C28 1.533, H34 1.097, H35 1.094
28 C 2.2594 -5.1661 -0.1798  C27 1.533, O29 1.431, H36 1.095, H37 1.096
29 O 1.4505 -6.2619 0.2585  C28 1.431, C30 1.424
30 C 1.8858 -6.7876 1.5082  O29 1.424, H38 1.094, H39 1.094, H40 1.093
31 H 4.5904 -8.4988 -0.4084  C25 1.093
32 H 2.9167 -8.1208 -0.8560  C25 1.092
33 H 4.2122 -8.0445 -2.0846  C25 1.094
34 H 2.7487 -6.0585 -2.1092  C27 1.097
35 H 3.8025 -4.7255 -1.6093  C27 1.094
36 H 1.5818 -4.4256 -0.6171  C28 1.095
37 H 2.7700 -4.6934 0.6667  C28 1.096
38 H 1.5927 -6.1098 2.3158  C30 1.094
39 H 2.9680 -6.9428 1.5324  C30 1.094
40 H 1.3944 -7.7518 1.6641  C30 1.093
41 C -5.1346 5.2461 -1.4091  O42 1.424, H47 1.093, H48 1.092, H49 1.094
42 O -4.4822 5.2178 -2.6748  C41 1.424, C43 1.432
43 C -3.0602 5.1121 -2.5484  O42 1.432, C44 1.533, H50 1.097, H51 1.094
44 C -2.5859 3.6766 -2.8013  C43 1.533, O45 1.431, H52 1.095, H53 1.096
45 O -3.0453 2.7885 -1.7779  C44 1.431, C46 1.424
46 C -4.1714 2.0227 -2.1939  O45 1.424, H54 1.094, H55 1.094, H56 1.093
47 H -6.2037 5.0885 -1.5718  C41 1.093
48 H -4.7663 4.4651 -0.7412  C41 1.092
49 H -4.9904 6.2262 -0.9452  C41 1.094
50 H -2.7258 5.4691 -1.5660  C43 1.097
51 H -2.6225 5.7646 -3.3094  C43 1.094
52 H -1.4917 3.6581 -2.7707  C44 1.095
53 H -2.8988 3.3277 -3.7918  C44 1.096
54 H -3.8481 1.2346 -2.8810  C46 1.094
55 H -4.9322 2.6425 -2.6765  C46 1.094
56 H -4.6145 1.5567 -1.3096  C46 1.093
57 C 3.7812 4.5873 -1.5367  O58 1.424, H63 1.093, H64 1.092, H65 1.094
58 O 3.8401 5.4223 -2.6891  C57 1.424, C59 1.432
59 C 3.0817 4.8916 -3.7811  O58 1.432, C60 1.533, H66 1.097, H67 1.094
60 C 1.7309 5.6033 -3.9161  C59 1.533, O61 1.431, H68 1.095, H69 1.096
61 O 0.8822 5.3258 -2.7981  C60 1.431, C62 1.424
62 C 0.8569 6.3977 -1.8610  O61 1.424, H70 1.094, H71 1.094, H72 1.093
63 H 4.1707 5.1512 -0.6855  C57 1.093
64 H 2.7601 4.2758 -1.3088  C57 1.092
65 H 4.4099 3.7056 -1.6914  C57 1.094
66 H 2.9461 3.8079 -3.6748  C59 1.097
67 H 3.6635 5.0695 -4.6902  C59 1.094
68 H 1.2201 5.2208 -4.8057  C60 1.095
69 H 1.8663 6.6829 -4.0463  C60 1.096
70 H 0.2487 7.2178 -2.2549  C62 1.094
71 H 1.8614 6.7626 -1.6293  C62 1.094
72 H 0.3991 6.0342 -0.9370  C62 1.093

---

Entry 6:
The following is a quantum chemistry calculation of a cluster of 2 separate species, C3H6O3S2 in total in a non-equilibrium geometry, from the OMol25 dataset.

DFT total energy in eV: -31019.8448
Highest occupied orbital energy in eV: -10.09
Energy relative to the best compared isomer or geometry (same formula, charge and spin) in kJ/mol: 58.4
Charge: 0
Gap between HOMO and LUMO in hartree: 0.392
2S+1: 1
Maximum force in eV Å⁻¹: 2.12

Last columns: bonded neighbours and bond lengths (Å).
Geometry (Å):
1 O -0.8467 0.8215 1.8190  C2 1.219
2 C -1.6719 1.6632 1.5087  O1 1.219, S3 1.812, S4 1.740
3 S -3.3452 1.5841 2.1994  C2 1.812, H5 1.321
4 S -1.3441 2.9618 0.3981  C2 1.740, H6 1.383
5 H -2.8800 0.4034 2.5674  S3 1.321
6 H 0.0006 2.7016 0.2024  S4 1.383
7 O 0.8456 0.3747 -0.8044  C8 1.197
8 C 0.8974 -0.7534 -0.4069  O7 1.197, C9 1.490, H11 1.149
9 C 1.3455 -1.9030 -1.2426  C8 1.490, O10 1.395, H12 1.098, H13 1.138
10 O 1.7372 -1.4632 -2.5067  C9 1.395, H14 1.009
11 H 0.8416 -1.0917 0.6900  C8 1.149
12 H 2.1545 -2.2814 -0.6046  C9 1.098
13 H 0.4359 -2.5462 -1.4752  C9 1.138
14 H 1.8297 -0.4715 -2.3446  O10 1.009

---

> Which of these has the highest maximum force?

C18H39BF7NO6

---

> What is the charge in the first record?

0